No. 1
Formula: CH2ClO2S
Source: the OMol25 dataset
Level of theory: ωB97M-V/def2-TZVPD

Geometry as XYZ:
```
7
Properties=species:S:1:pos:R:3:forces:R:3
H -0.846 1.391 1.524 0.05 0.05 -0.14
Cl -1.482 -1.894 -0.880 -0.47 -0.27 -0.12
O 1.202 -0.947 -1.751 -0.23 -0.06 0.18
H -0.454 2.135 -0.012 -0.02 -0.05 0.20
C -0.085 2.023 1.028 -0.01 -0.26 -0.22
S 0.539 -0.912 -0.452 0.81 0.63 0.22
O 1.126 -1.796 0.543 -0.14 -0.05 -0.11
```
Forces are in eV/Å.

Output
energy relative to the best compared isomer or geometry (same formula, charge and spin) = 60.72 kcal/mol
charge = -1
E_HOMO (spin up / spin down) = -4.7584 / -4.7661 eV



No. 2
Formula: C16H11F3N2O3S
Source: the OMol25 dataset
Level of theory: ωB97M-V/def2-TZVPD

Geometry as XYZ:
```
36
Properties=species:S:1:pos:R:3:forces:R:3
H -2.766 -0.390 0.289 -0.10 0.06 0.02
C 0.199 1.131 2.946 0.20 0.01 -0.29
C -3.747 0.743 -1.795 -0.21 0.09 0.11
F 0.275 1.924 -1.775 0.09 -0.16 0.10
C 1.982 0.118 1.612 0.35 0.14 -0.76
H -1.061 -1.645 1.511 -0.01 -0.03 0.09
H -4.381 -0.048 -1.384 0.04 0.03 -0.01
H -4.270 1.239 -2.610 0.00 -0.03 0.09
C 1.265 -2.520 0.681 0.20 -0.21 -0.10
C 0.265 -1.834 -0.153 -0.66 0.01 -0.03
C -1.881 -0.719 -0.230 -0.30 0.17 -0.24
H 1.315 -1.919 -2.038 0.14 0.05 -0.05
C 2.729 -2.233 0.365 0.04 0.12 0.34
H 3.342 -3.118 0.530 -0.04 0.01 -0.01
O -2.570 0.215 -2.367 0.21 -0.03 -0.21
C 1.644 0.851 0.491 -0.16 -0.03 0.95
H 2.914 -1.803 -0.614 0.00 -0.07 0.00
C 0.119 2.551 -0.606 -0.30 0.42 -0.41
C 0.436 -1.573 -1.517 -0.10 -0.11 0.21
C -0.538 -0.911 -2.223 -0.27 0.10 -0.03
S 3.299 -1.063 1.659 0.09 0.08 -0.07
N 3.084 0.660 -1.612 0.26 -0.08 -0.41
C 0.517 1.721 0.590 -0.15 0.04 0.33
C -0.918 -1.423 0.463 0.37 -0.17 -0.07
H -1.024 2.513 1.829 -0.04 0.01 -0.01
H -0.422 -0.711 -3.275 0.03 0.03 -0.15
H -3.516 1.475 -1.016 0.00 -0.05 -0.01
C -1.702 -0.454 -1.589 0.35 -0.29 0.18
H 1.571 -0.276 3.563 -0.14 0.02 -0.15
O 0.968 -3.187 1.646 0.02 0.01 -0.01
F 0.837 3.683 -0.674 0.19 -0.03 0.17
C 2.419 0.755 -0.683 0.30 -0.08 -0.04
C -0.172 1.857 1.750 0.08 0.07 -0.37
F -1.170 2.919 -0.547 -0.19 -0.01 0.21
O -0.338 1.191 4.024 -0.23 0.04 0.37
N 1.298 0.279 2.756 -0.02 -0.12 0.28
```
Forces are in eV/Å.

Output
charge = 0
structure (SMILES) = COc1ccc(C(=O)CSc2[nH]c(=O)cc(C(F)(F)F)c2C#N)cc1
E_HOMO = -8.9001 eV



No. 3
Formula: C27H31N3O4
Source: the OMol25 dataset
Level of theory: ωB97M-V/def2-TZVPD

Geometry as XYZ:
```
65
Properties=species:S:1:pos:R:3:forces:R:3
C -0.557 -0.514 2.783 -0.09 0.27 -0.03
H -4.551 3.042 1.248 -0.28 -0.11 -0.20
H -1.687 -3.367 1.189 0.19 0.10 0.10
H 4.966 -2.713 1.839 -0.07 0.28 -0.38
H -3.198 -0.773 -0.814 0.12 0.15 0.42
C 3.219 -1.014 -0.587 1.12 -0.52 0.83
O 2.952 0.826 -4.295 -0.20 0.11 0.37
H 6.865 -3.934 1.583 0.17 0.19 -0.06
C 2.637 3.210 -3.871 0.10 0.00 -0.36
C 4.271 -0.884 -1.537 -0.74 0.26 0.06
C 1.913 -0.537 -0.892 -1.03 -1.35 -0.40
C 2.319 3.895 -2.563 0.00 0.32 0.18
C -2.877 -0.238 0.100 -0.50 -0.39 -0.11
H -0.730 0.165 -1.274 0.14 -0.15 0.23
H -2.667 1.788 0.793 -0.04 -0.11 -0.33
H -8.200 2.508 -1.020 0.33 -0.09 0.06
C 5.538 -1.334 -1.274 0.50 -0.62 0.75
C 1.944 2.749 -1.606 0.15 -0.03 -0.82
H 0.981 -1.282 0.860 -0.01 0.33 -0.30
C -4.453 1.675 -0.406 -0.01 0.08 -0.03
C -5.123 1.103 -1.490 -0.35 0.22 0.24
H -4.312 -1.634 3.569 0.17 0.00 -0.11
H 1.877 3.434 -4.629 0.24 -0.16 -0.03
H 0.460 -0.364 2.416 -0.22 0.03 0.20
H 6.352 -1.204 -1.983 -0.19 -0.05 0.12
H 7.195 -2.301 2.255 0.08 -0.11 -0.25
C -3.025 1.272 -0.113 0.13 0.29 0.09
H 3.192 4.433 -2.178 -0.24 -0.02 0.15
C 5.813 -1.999 -0.048 -0.40 0.27 -0.05
C 2.592 1.717 -3.531 -0.08 0.44 0.53
H -0.511 -1.081 3.722 0.01 0.23 -0.23
N -2.809 -1.265 2.195 -0.52 0.25 -0.29
O -4.917 -0.765 1.404 1.57 0.15 -0.23
C -6.472 1.402 -1.711 0.23 0.08 0.14
H 2.758 -1.773 1.413 0.23 -0.02 -0.21
C -0.484 -0.373 -0.355 -0.12 -0.33 0.58
H -2.369 1.561 -0.949 -0.14 0.01 0.29
H -0.796 -3.132 2.723 -0.06 0.03 -0.31
N -1.516 -0.634 0.463 0.76 0.41 -0.93
H -6.992 0.934 -2.547 0.08 0.17 0.23
C 0.820 -0.753 -0.074 0.21 -0.12 0.52
H 4.047 -0.401 -2.489 0.03 -0.03 0.17
H 0.013 -2.849 1.168 -0.20 -0.06 0.13
C -0.935 -2.754 1.702 -0.20 -0.11 -0.18
H -4.585 0.407 -2.140 -0.30 0.21 0.10
C -1.418 -1.295 1.777 0.17 -0.17 0.56
H -2.699 -1.342 4.282 -0.18 -0.05 -0.10
C 7.414 -2.995 1.431 -0.11 0.18 -0.50
N 2.114 1.546 -2.252 0.20 1.45 -0.56
C 4.778 -2.182 0.902 0.50 0.01 -0.18
H -1.006 0.470 2.975 0.14 -0.23 -0.05
O 1.556 2.927 -0.457 0.03 -0.36 -0.31
O 7.090 -2.410 0.152 -0.50 -0.02 0.39
H 3.619 3.482 -4.269 -0.18 -0.13 -0.10
C 3.523 -1.667 0.644 -0.11 0.33 -0.65
C -3.242 -1.817 3.456 0.18 -0.18 0.25
H -6.974 3.556 0.894 0.10 -0.16 -0.26
H 1.489 4.600 -2.660 0.11 -0.02 0.26
H 1.773 -0.022 -1.851 0.04 -0.48 0.45
H 8.484 -3.182 1.362 -0.13 -0.06 0.18
C -7.144 2.283 -0.855 0.28 -0.06 0.07
H -3.051 -2.897 3.501 -0.13 0.16 -0.01
C -6.459 2.876 0.214 0.11 -0.06 -0.21
C -5.108 2.591 0.422 -0.16 -0.37 -0.19
C -3.695 -0.766 1.282 -0.95 -0.25 0.29
```
Forces are in eV/Å.

Output
energy relative to the best compared isomer or geometry (same formula, charge and spin) = 62.64 kcal/mol
charge = 0
E_HOMO = -8.0121 eV



No. 4
Formula: C4H10
Source: the OMol25 dataset
Level of theory: ωB97M-V/def2-TZVPD

Geometry as XYZ:
```
14
Properties=species:S:1:pos:R:3:forces:R:3
C 3.462 -0.221 -1.614 -1.58 -0.74 -2.07
H 3.455 -1.197 -1.094 -0.49 0.59 -0.15
H -4.952 0.439 2.892 -0.61 0.01 -1.29
H 1.579 0.476 -2.264 0.43 0.71 1.98
H -3.613 1.180 1.649 -0.66 -0.59 1.70
C 2.275 0.767 -1.382 -0.83 -1.53 -0.11
H -2.453 -1.151 1.960 -1.34 0.80 -1.49
H 3.393 -0.417 -2.726 0.35 -0.33 1.12
H 4.425 0.157 -1.516 1.68 1.07 0.67
H 2.574 1.825 -1.605 -0.33 -0.91 0.82
C -4.160 0.320 2.149 3.24 -1.46 -1.29
H -4.210 -1.788 1.974 0.29 -0.14 0.81
H 1.786 0.527 -0.334 0.77 1.15 -2.25
C -3.561 -0.916 1.910 -0.92 1.38 1.57
```
Forces are in eV/Å.

Output
energy relative to the best compared isomer or geometry (same formula, charge and spin) = 70.22 kcal/mol
charge = 0
structure (SMILES) = C=C.CC
E_HOMO = -9.1652 eV



No. 5
Formula: H14O7
Source: the OMol25 dataset
Level of theory: ωB97M-V/def2-TZVPD

Geometry as XYZ:
```
21
Properties=species:S:1:pos:R:3:forces:R:3
H -3.694 3.635 2.185 0.69 0.67 -1.47
O -1.579 0.548 0.130 -1.79 2.19 1.21
H -2.350 3.269 1.659 0.02 0.28 -0.55
H 0.718 0.239 1.271 -0.59 -0.70 0.47
H 1.347 1.159 -1.074 0.15 0.16 0.33
H 3.825 -2.374 -0.158 -0.24 -0.18 0.63
H -0.484 -0.265 -2.604 0.49 -2.35 -1.56
H 2.108 1.776 0.101 1.87 1.36 0.36
H 0.161 -1.173 -3.785 0.27 0.47 -0.46
O 1.387 1.241 -0.112 -1.74 -1.40 -0.80
O -2.055 -2.024 -0.101 2.17 0.87 -1.21
H 0.537 0.361 2.698 1.04 2.04 3.32
H 5.087 -2.980 -0.445 2.01 -0.51 -1.57
H -1.523 0.621 1.128 0.67 -0.90 -2.05
H -0.876 0.063 -0.257 1.14 -0.25 0.66
H -2.641 -2.134 -0.849 -0.36 -0.17 -0.19
O 0.257 -0.188 2.039 -0.30 -1.37 -3.36
H -1.303 -1.477 -0.536 -2.16 -1.98 1.31
O 4.493 -2.940 0.260 -1.78 0.69 0.94
O -3.086 3.856 1.419 -0.72 -0.93 1.98
O -0.327 -1.211 -2.970 -0.86 2.03 2.00
```
Forces are in eV/Å.

Output
energy relative to the best compared isomer or geometry (same formula, charge and spin) = 76.39 kcal/mol
charge = 0
structure (SMILES) = O.O.O.O.O.O.O
E_HOMO = -10.1961 eV



No. 6
Formula: C6H5NS
Source: the OMol25 dataset
Level of theory: ωB97M-V/def2-TZVPD

Geometry as XYZ:
```
13
Properties=species:S:1:pos:R:3:forces:R:3
C -2.270 0.005 0.108 -2.68 1.71 2.05
C 0.857 1.289 0.943 -2.23 -1.95 -2.16
H -1.025 -1.629 -2.025 -1.74 -2.26 -2.84
C 0.425 -0.025 0.260 -0.72 0.04 0.79
C -0.959 -0.312 -0.298 0.38 -0.88 -1.72
H 1.490 0.965 1.665 2.46 -0.23 2.08
C 1.041 -0.821 -0.832 -5.81 -1.67 1.34
N -3.272 0.421 0.563 2.41 -1.25 -1.34
H 0.001 1.717 1.444 -0.18 0.51 -0.30
S 1.113 -1.679 0.759 0.33 0.46 0.04
H 1.296 1.814 0.128 0.39 1.27 -0.02
C -0.566 -1.073 -1.344 4.42 3.54 4.13
H 1.868 -0.672 -1.371 2.96 0.70 -2.04
```
Forces are in eV/Å.

Output
energy relative to the best compared isomer or geometry (same formula, charge and spin) = 61.73 kcal/mol
charge = 0
structure (SMILES) = C[C@]12S[C@H]1C=C2C#N
E_HOMO = -8.9992 eV